Formula: C4H6AgO7
Source: the OMol25 dataset
Level of theory: wB97M-V/def2-TZVPD

Output
Energy relative to the best compared isomer or geometry (same formula, charge and spin) (kJ/mol): 109.0
Charge: -1
Orbital gap (eV): 2.09

Each line ends with the natural charge from an NBO analysis.
Element x y z (Å)
O1 -1.756 3.493 -0.288  -0.81
C1 -1.204 2.701 0.512  0.96
O2 -0.624 3.022 1.575  -0.83
O3 -1.273 1.390 0.166  -0.52
O4 -0.048 -0.918 -0.933  -0.49
C2 1.274 -0.982 -0.954  1.02
O5 2.006 -0.950 0.011  -0.67
O6 1.685 -0.916 -2.217  -0.67
C3 -0.697 -0.909 0.345  -0.09
C4 -0.633 0.444 1.011  -0.10
Ag1 -1.109 5.270 1.094  0.87
H1 2.650 -0.948 -2.228  0.49
H2 -0.245 -1.664 1.000  0.23
H3 -1.734 -1.190 0.130  0.19
H4 0.406 0.742 1.197  0.21
H5 -1.153 0.378 1.979  0.17
O7 1.288 -4.052 -0.993  -1.38
H6 1.168 -4.911 -1.408  0.39